<A>
Computed, not measured: a cluster of 3 separate species, C2H9NO4 in total, with the ωB97M-V functional and the def2-TZVPD basis.

Summary:
**Net charge**: 0
**M**: 111.10 g/mol
**HOMO**: -9.96 eV
**Structure (SMILES)**: NCC(=O)O.O.O

Atoms and positions in Å:
1 N -1.179 0.415 1.465
2 C -0.372 -0.650 1.932
3 C 0.952 -0.749 1.299
4 O 1.414 0.138 0.543
5 O 1.561 -1.972 1.540
6 H -1.974 -0.058 0.978
7 H -1.704 0.862 2.228
8 H -0.997 -1.535 1.876
9 H -0.079 -0.534 3.094
10 H 2.034 -2.265 0.772
11 O -3.560 0.944 -3.549
12 H -3.001 0.337 -4.064
13 H -4.468 0.821 -3.792
14 O 3.544 1.500 -1.777
15 H 3.517 1.714 -0.750
16 H 4.312 1.030 -1.794

---

<B>
Computed, not measured: a cluster of 3 separate species, C2H9NO4 in total, with the ωB97M-V functional and the def2-TZVPD basis.

Summary:
**Net charge**: 0
**M**: 111.10 g/mol
**HOMO**: -10.43 eV
**Structure (SMILES)**: O=CNCO.O.O

Atoms and positions in Å:
1 O -0.785 1.056 0.326
2 C -0.965 -0.103 0.750
3 N -0.181 -1.071 1.285
4 C 1.322 -0.924 1.280
5 O 1.712 -1.850 0.336
6 H -1.999 -0.444 0.713
7 H -0.574 -1.778 2.067
8 H 1.589 0.144 0.894
9 H 1.642 -1.063 2.337
10 H 1.584 -1.463 -0.508
11 O -2.328 1.210 -2.097
12 H -2.073 1.915 -1.343
13 H -2.613 0.373 -1.533
14 O 1.541 1.102 -1.560
15 H 1.080 1.242 -0.689
16 H 1.048 1.654 -2.258

---

Ordering by calculated energy gives the sequence <A>, <B>, with the first entry being the most stable.

---

<A>
Computed, not measured: an isolated molecule of C21H31N3O4, with the ωB97M-V functional and the def2-TZVPD basis.

Summary:
**Net charge**: 0
**M**: 389.50 g/mol
**HOMO**: -8.83 eV
**Structure (SMILES)**: CC(=O)NCC(=O)N(Cc1ccco1)C1(C(=O)NC2CCCC2)CCCCC1

Atoms and positions in Å:
1 C -5.205 -2.808 -0.977
2 C -4.373 -1.853 -0.153
3 O -4.710 -0.712 0.103
4 N -3.217 -2.385 0.301
5 C -2.243 -1.624 1.054
6 C -1.103 -1.167 0.135
7 O -0.256 -1.983 -0.186
8 N -1.062 0.117 -0.278
9 C -2.145 1.059 -0.067
10 C -1.887 1.939 1.116
11 C -2.213 3.235 1.379
12 C -1.713 3.516 2.677
13 C -1.117 2.374 3.103
14 O -1.217 1.409 2.167
15 C 0.115 0.517 -1.083
16 C 1.373 -0.148 -0.460
17 O 2.234 -0.680 -1.119
18 N 1.465 0.092 0.871
19 C 2.468 -0.497 1.744
20 C 3.911 -0.216 1.273
21 C 4.480 -1.576 0.872
22 C 3.789 -2.542 1.828
23 C 2.351 -2.033 1.836
24 C 0.359 2.033 -1.048
25 C 1.516 2.413 -1.971
26 C 1.178 2.029 -3.407
27 C 0.967 0.523 -3.496
28 C -0.117 0.053 -2.529
29 H -5.399 -3.720 -0.417
30 H -4.674 -3.065 -1.891
31 H -6.147 -2.334 -1.233
32 H -2.916 -3.286 -0.034
33 H -2.755 -0.809 1.563
34 H -1.789 -2.286 1.798
35 H -2.272 1.678 -0.957
36 H -3.092 0.521 0.063
37 H -2.745 3.905 0.736
38 H -1.789 4.441 3.208
39 H -0.605 2.121 4.010
40 H 0.634 0.427 1.335
41 H 2.303 -0.039 2.724
42 H 3.921 0.489 0.446
43 H 4.487 0.209 2.096
44 H 5.567 -1.609 0.943
45 H 4.179 -1.800 -0.150
46 H 3.858 -3.578 1.503
47 H 4.226 -2.461 2.827
48 H 1.795 -2.347 2.719
49 H 1.827 -2.392 0.950
50 H 0.574 2.357 -0.028
51 H -0.525 2.572 -1.395
52 H 2.425 1.896 -1.663
53 H 1.693 3.488 -1.895
54 H 1.988 2.329 -4.074
55 H 0.272 2.555 -3.721
56 H 0.681 0.242 -4.512
57 H 1.897 0.014 -3.249
58 H -0.156 -1.037 -2.535
59 H -1.091 0.436 -2.852

---

<B>
Computed, not measured: an isolated molecule of C21H31N3O4, with the ωB97M-V functional and the def2-TZVPD basis.

Summary:
**Net charge**: 0
**M**: 389.50 g/mol
**HOMO**: -8.52 eV
**Structure (SMILES)**: COCCN1CCN(C(=O)[C@H]2CCC(=O)N(Cc3ccccc3OC)C2)CC1

Atoms and positions in Å:
1 C -6.929 -2.541 -0.431
2 O -5.700 -2.465 -1.110
3 C -4.726 -1.666 -0.481
4 C -5.027 -0.154 -0.576
5 N -3.947 0.733 -0.209
6 C -2.801 0.719 -1.095
7 C -1.929 1.942 -0.784
8 N -1.506 1.892 0.596
9 C -0.262 1.698 1.091
10 O -0.071 1.558 2.285
11 C 0.899 1.736 0.100
12 C 1.231 3.183 -0.270
13 C 2.330 3.172 -1.320
14 C 3.520 2.289 -0.973
15 O 4.575 2.418 -1.570
16 N 3.345 1.359 -0.015
17 C 4.465 0.502 0.348
18 C 4.290 -0.883 -0.220
19 C 4.450 -1.089 -1.580
20 C 4.268 -2.342 -2.139
21 C 3.923 -3.404 -1.324
22 C 3.756 -3.220 0.038
23 C 3.931 -1.962 0.602
24 O 3.776 -1.686 1.932
25 C 3.441 -2.734 2.806
26 C 2.140 1.135 0.752
27 C -2.641 1.847 1.498
28 C -3.516 0.636 1.172
29 H -7.478 -1.593 -0.465
30 H -7.510 -3.307 -0.941
31 H -6.785 -2.831 0.617
32 H -4.615 -1.964 0.572
33 H -3.798 -1.890 -1.013
34 H -5.310 0.070 -1.609
35 H -5.875 0.091 0.070
36 H -2.185 -0.190 -0.977
37 H -3.152 0.773 -2.127
38 H -2.532 2.846 -0.925
39 H -1.081 1.977 -1.463
40 H 0.660 1.164 -0.800
41 H 1.570 3.705 0.627
42 H 0.352 3.709 -0.650
43 H 2.716 4.177 -1.499
44 H 1.939 2.805 -2.274
45 H 4.539 0.460 1.436
46 H 5.362 0.963 -0.073
47 H 4.724 -0.247 -2.198
48 H 4.400 -2.489 -3.200
49 H 3.782 -4.389 -1.744
50 H 3.486 -4.066 0.651
51 H 4.209 -3.515 2.813
52 H 2.472 -3.177 2.553
53 H 3.379 -2.281 3.794
54 H 2.008 0.055 0.872
55 H 2.253 1.563 1.757
56 H -3.226 2.763 1.373
57 H -2.258 1.787 2.517
58 H -2.935 -0.282 1.366
59 H -4.395 0.638 1.818

---

Ordering by calculated energy gives the sequence <A>, <B>, with the first entry being the most stable.

---

<A>
Computed, not measured: a structure of composition C3H4N3, with the ωB97M-V functional and the def2-TZVPD basis.

Summary:
**Net charge**: +1
**M**: 82.09 g/mol
**HOMO (alpha / beta)**: -16.65 / -16.65 eV

Atoms and positions in Å:
1 C 1.737 0.582 -0.301
2 C -0.069 0.429 0.508
3 C -1.155 -0.210 -0.356
4 N 1.928 -0.740 -0.208
5 N 0.900 -1.008 0.411
6 N 0.876 1.402 -0.049
7 H -0.073 0.592 1.576
8 H -1.735 -0.801 0.297
9 H -0.592 -0.740 -1.109
10 H -1.817 0.495 -0.770

---

<B>
Computed, not measured: the ion C3H4N3 with charge +1, with the ωB97M-V functional and the def2-TZVPD basis.

Summary:
**Net charge**: +1
**M**: 82.09 g/mol
**HOMO**: -17.34 eV
**Structure (SMILES)**: N#[N+]N=C1CC1

Atoms and positions in Å:
1 N 0.173 -0.684 2.808
2 N -0.590 -0.665 1.971
3 N -1.307 -0.673 0.965
4 C -0.589 -0.134 -0.016
5 C 0.734 0.334 -0.201
6 C -0.288 0.224 -1.395
7 H 1.691 -0.257 -0.068
8 H 1.072 1.252 0.158
9 H -0.620 1.074 -1.921
10 H -0.276 -0.470 -2.300

---

Ordering by calculated energy gives the sequence <B>, <A>, with the first entry being the most stable.

---

<A>
Computed, not measured: an isolated molecule of C6H13P, with the ωB97M-V functional and the def2-TZVPD basis.

Summary:
**Net charge**: 0
**M**: 116.14 g/mol
**HOMO**: -9.48 eV
**Structure (SMILES)**: [H]/P=C/[C@@H](C)CCC

Atoms and positions in Å:
1 H -1.042 -1.845 -3.922
2 P -0.315 -0.874 -3.095
3 C -1.380 -0.424 -1.879
4 C -0.840 0.817 -0.584
5 C -2.084 1.571 -0.228
6 C -0.048 0.265 0.565
7 C 1.282 -0.333 0.138
8 C 1.889 -1.255 1.385
9 H -2.438 -0.784 -1.641
10 H -0.276 1.459 -1.241
11 H -2.684 0.947 0.507
12 H -2.585 1.592 -1.113
13 H -1.891 2.589 0.090
14 H -0.013 0.972 1.295
15 H -0.555 -0.710 0.895
16 H 1.156 -1.035 -0.750
17 H 2.031 0.380 -0.275
18 H 2.511 -2.144 0.884
19 H 1.051 -1.628 1.909
20 H 2.654 -0.664 2.002

---

<B>
Computed, not measured: a cluster of 2 separate species, C6H13P in total, with the ωB97M-V functional and the def2-TZVPD basis.

Summary:
**Net charge**: 0
**M**: 116.14 g/mol
**HOMO (alpha / beta)**: -8.01 / -6.96 eV

Atoms and positions in Å:
1 C -1.380 0.054 0.010
2 C -2.245 -1.034 0.410
3 C -2.414 0.395 0.987
4 C 0.438 1.946 -0.839
5 C 3.024 -0.669 1.462
6 C 0.611 -0.860 -1.548
7 P 0.334 0.206 -0.196
8 H -3.119 -1.348 -0.189
9 H -1.770 -1.844 0.820
10 H -2.220 0.488 2.111
11 H -3.219 1.173 0.680
12 H -0.240 2.549 -0.191
13 H 1.500 2.217 -0.647
14 H 0.045 2.031 -1.856
15 H 2.335 -1.464 1.344
16 H 3.790 -0.391 0.714
17 H 2.676 -0.098 2.261
18 H 1.676 -1.123 -1.696
19 H 0.140 -1.638 -1.124
20 H 0.039 -0.590 -2.514

---

<C>
Computed, not measured: a structure of composition C6H13P, with the ωB97M-V functional and the def2-TZVPD basis.

Summary:
**Net charge**: 0
**M**: 116.14 g/mol
**HOMO (alpha / beta)**: -7.36 / -7.36 eV

Atoms and positions in Å:
1 C 1.224 -0.999 0.201
2 C 1.625 1.063 -0.831
3 C 0.357 0.846 -1.643
4 C 1.714 -1.210 1.642
5 C -1.782 -1.178 -0.555
6 C -1.409 0.983 0.671
7 P -0.261 -0.163 -0.269
8 H 1.579 1.876 -0.037
9 H 2.475 0.799 -1.346
10 H -0.096 1.797 -1.674
11 H 0.370 0.452 -2.590
12 H 1.284 -2.257 1.863
13 H 1.310 -0.294 2.225
14 H 2.755 -1.149 1.455
15 H -1.779 -1.792 -1.543
16 H -1.752 -1.955 0.104
17 H -2.775 -0.603 -0.463
18 H -2.088 1.471 0.043
19 H -1.813 0.415 1.470
20 H -0.939 1.897 1.276

---

Ordering by calculated energy gives the sequence <A>, <B>, <C>, with the first entry being the most stable.

---

<A>
Computed, not measured: a cluster of 2 separate species, C9H14 in total, with the ωB97M-V functional and the def2-TZVPD basis.

Summary:
**Net charge**: 0
**M**: 122.21 g/mol
**HOMO**: -8.94 eV
**Structure (SMILES)**: Cc1ccccc1.CC

Atoms and positions in Å:
1 C 0.114 -1.792 -1.875
2 C -0.252 -0.324 -1.851
3 C 0.623 0.602 -1.274
4 C 0.413 1.956 -1.431
5 C -0.822 2.400 -1.912
6 C -1.824 1.495 -2.184
7 C -1.501 0.134 -2.233
8 H -0.651 -2.352 -2.397
9 H 0.372 -2.070 -0.853
10 H 1.085 -1.875 -2.354
11 H 1.462 0.284 -0.662
12 H 1.103 2.657 -0.981
13 H -0.978 3.451 -2.017
14 H -2.824 1.760 -2.494
15 H -2.287 -0.565 -2.496
16 C 0.332 -1.357 3.164
17 C 1.172 -0.076 3.489
18 H 1.061 -2.168 3.167
19 H -0.285 -1.499 4.051
20 H -0.311 -1.354 2.291
21 H 0.508 0.528 4.110
22 H 1.470 0.524 2.637
23 H 2.020 -0.361 4.106

---

<B>
Computed, not measured: a cluster of 2 separate species, C9H14 in total, with the ωB97M-V functional and the def2-TZVPD basis.

Summary:
**Net charge**: 0
**M**: 122.21 g/mol
**HOMO**: -9.01 eV
**Structure (SMILES)**: Cc1ccccc1.CC

Atoms and positions in Å:
1 C -0.213 0.079 2.719
2 C -0.786 -0.520 1.469
3 C -0.687 -1.865 1.173
4 C -1.379 -2.382 0.081
5 C -2.231 -1.568 -0.626
6 C -2.334 -0.205 -0.337
7 C -1.591 0.333 0.699
8 H -0.891 0.783 3.210
9 H 0.743 0.593 2.553
10 H 0.017 -0.655 3.510
11 H 0.024 -2.417 1.764
12 H -1.314 -3.440 -0.158
13 H -2.853 -1.951 -1.420
14 H -3.114 0.370 -0.809
15 H -1.546 1.401 0.853
16 C 2.268 1.387 -2.586
17 C 2.284 1.433 -1.058
18 H 1.973 0.394 -2.943
19 H 1.528 2.087 -2.959
20 H 3.255 1.592 -3.004
21 H 2.771 2.373 -0.786
22 H 2.810 0.583 -0.617
23 H 1.265 1.596 -0.729

---

<C>
Computed, not measured: a cluster of 2 separate species, C9H14 in total, with the ωB97M-V functional and the def2-TZVPD basis.

Summary:
**Net charge**: 0
**M**: 122.21 g/mol
**HOMO**: -8.82 eV
**Structure (SMILES)**: Cc1ccccc1.CC

Atoms and positions in Å:
1 C 3.360 1.750 0.919
2 C 2.134 1.213 0.196
3 C 1.327 0.276 0.806
4 C 0.285 -0.286 0.060
5 C 0.256 -0.141 -1.306
6 C 1.089 0.840 -1.914
7 C 1.869 1.648 -1.123
8 H 3.927 2.410 0.275
9 H 3.940 0.898 1.217
10 H 3.015 2.207 1.848
11 H 1.538 -0.068 1.809
12 H -0.307 -1.087 0.470
13 H -0.545 -0.427 -1.976
14 H 0.938 0.891 -2.985
15 H 2.256 2.625 -1.378
16 C -3.334 -1.467 -0.337
17 C -2.868 -1.723 1.105
18 H -4.086 -0.683 -0.343
19 H -2.515 -1.187 -0.998
20 H -3.756 -2.335 -0.848
21 H -3.251 -2.664 1.504
22 H -3.461 -1.065 1.737
23 H -1.810 -1.625 1.264

---

Ordering by calculated energy gives the sequence <B>, <A>, <C>, with the first entry being the most stable.

---

<A>
Computed, not measured: a cluster of 2 separate species, C9H14 in total, with the ωB97M-V functional and the def2-TZVPD basis.

Summary:
**Net charge**: 0
**M**: 122.21 g/mol
**HOMO**: -9.02 eV
**Structure (SMILES)**: Cc1ccccc1.CC

Atoms and positions in Å:
1 C -2.025 1.042 2.579
2 C -1.571 0.501 1.248
3 C -0.973 1.318 0.302
4 C -0.783 0.823 -0.987
5 C -1.023 -0.498 -1.338
6 C -1.566 -1.311 -0.332
7 C -1.761 -0.852 0.960
8 H -1.247 0.887 3.338
9 H -2.972 0.592 2.871
10 H -2.134 2.125 2.605
11 H -0.621 2.330 0.467
12 H -0.374 1.423 -1.786
13 H -0.875 -0.909 -2.313
14 H -2.039 -2.230 -0.663
15 H -2.294 -1.469 1.673
16 C 2.524 -0.758 -0.424
17 C 3.154 -0.205 -1.725
18 H 2.340 -1.829 -0.488
19 H 2.988 -0.442 0.506
20 H 1.506 -0.427 -0.388
21 H 3.292 -0.999 -2.450
22 H 2.450 0.472 -2.192
23 H 4.004 0.417 -1.464

---

<B>
Computed, not measured: a cluster of 2 separate species, C9H14 in total, with the ωB97M-V functional and the def2-TZVPD basis.

Summary:
**Net charge**: 0
**M**: 122.21 g/mol
**HOMO**: -9.07 eV
**Structure (SMILES)**: Cc1ccccc1.CC

Atoms and positions in Å:
1 C -0.794 -2.992 -0.125
2 C -0.576 -1.542 -0.399
3 C -1.442 -0.586 0.139
4 C -1.294 0.755 -0.142
5 C -0.277 1.198 -1.013
6 C 0.557 0.264 -1.585
7 C 0.425 -1.094 -1.263
8 H -0.026 -3.628 -0.569
9 H -1.803 -3.182 -0.522
10 H -0.630 -3.286 0.906
11 H -2.188 -0.842 0.883
12 H -1.934 1.515 0.296
13 H -0.332 2.274 -1.040
14 H 1.329 0.571 -2.280
15 H 0.947 -1.868 -1.813
16 C 1.277 2.578 1.688
17 C 1.429 1.035 1.676
18 H 1.334 2.891 2.727
19 H 2.044 3.066 1.092
20 H 0.340 2.880 1.231
21 H 0.454 0.566 1.586
22 H 1.942 0.677 0.800
23 H 1.937 0.681 2.575

---

<C>
Computed, not measured: a cluster of 2 separate species, C9H14 in total, with the ωB97M-V functional and the def2-TZVPD basis.

Summary:
**Net charge**: 0
**M**: 122.21 g/mol
**HOMO**: -8.88 eV
**Structure (SMILES)**: Cc1ccccc1.CC

Atoms and positions in Å:
1 C -0.668 -0.394 -2.585
2 C -0.858 -0.184 -1.104
3 C -1.271 1.141 -0.756
4 C -1.878 1.343 0.483
5 C -2.010 0.253 1.347
6 C -1.519 -1.015 1.049
7 C -1.029 -1.241 -0.228
8 H -0.861 -1.456 -2.741
9 H 0.334 -0.201 -2.946
10 H -1.430 0.029 -3.237
11 H -0.746 1.873 -1.372
12 H -2.471 2.204 0.737
13 H -2.326 0.526 2.358
14 H -1.834 -1.726 1.797
15 H -0.711 -2.257 -0.470
16 C 2.294 -0.266 1.645
17 C 2.515 0.548 0.337
18 H 2.572 0.291 2.521
19 H 1.237 -0.547 1.678
20 H 2.716 -1.267 1.486
21 H 2.851 0.018 -0.547
22 H 3.423 1.140 0.500
23 H 1.670 1.189 0.047

---

<D>
Computed, not measured: a cluster of 2 separate species, C9H14 in total, with the ωB97M-V functional and the def2-TZVPD basis.

Summary:
**Net charge**: 0
**M**: 122.21 g/mol
**HOMO**: -9.04 eV
**Structure (SMILES)**: Cc1ccccc1.CC

Atoms and positions in Å:
1 C 0.815 -3.225 0.679
2 C 0.313 -2.283 -0.392
3 C 0.216 -0.917 -0.152
4 C -0.227 -0.051 -1.142
5 C -0.578 -0.546 -2.387
6 C -0.489 -1.908 -2.639
7 C -0.049 -2.767 -1.645
8 H 0.248 -4.155 0.641
9 H 0.670 -2.794 1.670
10 H 1.872 -3.442 0.534
11 H 0.491 -0.526 0.821
12 H -0.318 1.009 -0.936
13 H -0.931 0.124 -3.163
14 H -0.769 -2.279 -3.618
15 H 0.010 -3.832 -1.844
16 C -0.121 3.221 0.968
17 C -0.197 3.674 2.426
18 H 0.208 4.031 0.319
19 H 0.580 2.392 0.870
20 H -1.096 2.896 0.603
21 H 0.767 4.060 2.758
22 H -0.928 4.472 2.553
23 H -0.485 2.847 3.075

---

Ordering by calculated energy gives the sequence <D>, <B>, <A>, <C>, with the first entry being the most stable.